No. 1
Computed, not measured: a structure of composition C5H9MgO4V, with ωB97M-V/def2-TZVPD.

Summary:
gap between HOMO and LUMO (spin up / spin down)	0.2765 / 0.3080	Eh
charge	+1
<S²>	3.77
highest occupied orbital energy (spin up / spin down)	-0.4099 / -0.4587	Ha
2S+1	4
largest force on an atom	0.0614	hartree/bohr

Geometry (Å):
O 2.5199 -0.8118 0.7781
C 2.2735 -1.9751 0.1854
C 1.1095 -2.1622 -0.4555
O 0.0852 -1.2702 -0.1650
C -0.5548 -0.6009 -1.2595
C -1.6149 0.2598 -0.6173
O -0.9804 1.0984 0.3481
C -1.8231 2.0753 0.9459
Mg 0.8113 0.3916 1.0677
H 3.1261 -2.6299 -0.0173
H 0.8752 -2.9805 -1.1336
H -1.0224 -1.3298 -1.9347
H -2.3453 -0.3611 -0.0753
H -2.1057 0.8851 -1.3763
H -1.1968 2.6917 1.5996
H -2.2762 2.7058 0.1693
H -2.5952 1.5674 1.5417
V 3.3788 0.6572 1.4246
O 2.1061 1.7771 0.8692
H 0.2292 0.0123 -1.8949

=====

No. 2
Computed, not measured: a cluster of 11 separate species, H21O11 in total, with ωB97M-V/def2-TZVPD.

Summary:
gap between HOMO and LUMO	0.3534	Eh
energy relative to the best compared isomer or geometry (same formula, charge and spin)	287.07	kJ/mol
charge	-1
highest occupied orbital energy	-0.2503	Ha
largest force on an atom	0.0806	hartree/bohr

Geometry (Å):
O 1.1460 2.7363 -0.7520
H 1.1687 2.2377 -1.5377
H 0.4695 2.2103 -0.2301
O 2.4407 -0.9400 2.5485
H 1.9638 -1.7832 2.5624
H 1.6779 -0.2814 2.4443
O -0.9532 1.9457 1.0170
H 3.4350 1.0490 -1.6947
H -2.2472 2.3605 -0.8781
O -1.0925 -0.6400 0.1125
H -1.9179 -0.6443 -0.2659
H -0.6401 -2.2422 0.5192
O -2.3510 -0.0247 2.2179
H 2.1646 -0.8415 0.2325
H -0.1946 0.5110 -1.0224
O -3.2846 2.4388 -0.9741
H -3.4784 1.7497 -0.2487
H -0.7249 0.0601 -2.4842
O -0.3860 0.7902 -1.9351
H -0.7707 2.3534 1.8158
O 4.2978 1.4457 -1.6665
H -0.6765 1.0207 1.0803
H 4.6733 0.5456 -1.6252
O -1.1610 -2.7814 -1.5790
H -1.0073 -3.1232 -0.7003
H -0.4043 -2.2415 -1.6946
O 1.7334 -1.3893 -0.4846
H -3.2610 0.0941 2.1747
H 0.7892 -0.9148 -0.4131
O -0.0615 -3.0305 0.8991
H -1.9329 -0.3122 1.2800
H 0.5859 -2.3584 1.2823

=====

No. 3
Computed, not measured: an isolated molecule of C10H20OSi, with ωB97M-V/def2-TZVPD.

Summary:
gap between HOMO and LUMO	0.3671	Eh
energy relative to the best compared isomer or geometry (same formula, charge and spin)	548.13	kJ/mol
highest occupied orbital energy	-0.3388	Ha
largest force on an atom	0.1043	hartree/bohr

Geometry (Å):
C 0.5579 1.8069 3.8117
C 0.3575 0.5328 2.9088
C 1.4179 -0.5534 3.0848
C 1.0658 -1.7400 2.1848
C 0.9614 -1.3200 0.7683
C 1.1506 -0.9822 -0.3612
C 0.9115 -0.5220 -1.9742
O 1.0496 -1.6762 -2.7340
Si -0.8140 0.1147 -2.3089
C -1.1074 1.3658 -0.9412
C -0.7921 1.1261 -3.8865
C -1.9010 -1.4155 -2.4085
H -0.3892 2.2320 3.9832
H 1.0530 2.5197 3.0927
H 1.0288 1.5411 4.7083
H 0.1953 0.9735 1.8436
H -0.5685 0.2325 3.2963
H 1.6353 -0.9366 4.1182
H 2.3108 -0.0694 2.9125
H 1.9680 -2.4939 2.3143
H -0.0100 -2.1218 2.3488
H 1.9149 0.0600 -2.0928
H 0.5733 -2.4813 -2.4500
H -0.2158 1.7620 -0.6326
H -1.7373 2.1652 -1.1298
H -1.7077 0.9264 -0.0925
H -1.7068 1.1058 -4.5206
H -0.8135 2.2729 -3.7221
H -0.0178 0.8480 -4.6621
H -1.4796 -2.1531 -3.2497
H -1.8968 -1.9552 -1.5744
H -2.9941 -1.1648 -2.6351

=====

No. 4
Computed, not measured: a cluster of 5 separate species, C2H14N2O4 in total, with ωB97M-V/def2-TZVPD.

Summary:
gap between HOMO and LUMO	0.3486	Eh
energy relative to the best compared isomer or geometry (same formula, charge and spin)	162.40	kJ/mol
highest occupied orbital energy	-0.3329	Ha
largest force on an atom	0.1309	hartree/bohr

Geometry (Å):
C 2.0722 0.7016 2.1839
N 1.0296 0.8495 1.2940
C 1.0009 1.8934 0.4986
N 1.8846 2.9386 0.4258
H 1.7045 0.4135 3.1667
H 2.7098 1.5818 2.4580
H 2.7953 -0.0356 1.7785
H 0.0516 1.9281 -0.1064
H 2.5719 3.0306 1.1583
H 1.9184 3.5468 -0.2479
O -2.1554 -0.7659 0.8450
H -2.1750 -1.3086 -0.0240
H -1.2355 -0.8576 1.1820
O -0.8301 -4.3624 -1.8390
H -1.6685 -4.0810 -2.2821
H -1.2435 -5.1197 -1.2605
O -1.6184 1.5541 -1.4250
H -2.3636 1.0180 -1.0549
H -0.9306 0.9463 -1.4427
O -0.5207 -1.4290 -1.2242
H -0.1574 -2.2510 -1.4927
H 0.1816 -0.8720 -0.8210

=====

No. 5
Computed, not measured: a structure of composition C38H66AsPRuSe2Si3, with ωB97M-V/def2-TZVPD.

Summary:
gap between HOMO and LUMO (spin up / spin down)	0.1918 / 0.2450	Eh
energy relative to the best compared isomer or geometry (same formula, charge and spin)	337.99	kJ/mol
charge	+1
<S²>	1.23
highest occupied orbital energy (spin up / spin down)	-0.3556 / -0.3585	Ha
2S+1	2
largest force on an atom	0.0811	hartree/bohr

Geometry (Å):
Ru 0.7234 1.0358 0.4554
C 2.4665 2.5286 1.7039
C 1.9557 1.6713 2.7073
C 2.4818 0.3389 2.4271
C 3.2181 0.4482 1.2223
C 3.2367 1.7870 0.7739
C 3.9775 2.3299 -0.4182
C 2.9480 2.5574 -1.5394
C 5.0376 1.3381 -0.9043
C 4.6517 3.6556 -0.0495
C 2.4750 -1.0429 3.0820
C 3.9135 -1.5933 3.1466
C 1.9215 -1.1756 4.5009
C 1.6432 -1.9624 2.1632
C 0.9935 2.1810 3.7716
C 1.6267 2.1310 5.1677
C 0.6293 3.6526 3.5174
C -0.3222 1.3811 3.6754
H 2.3430 3.5955 1.6615
H 3.8082 -0.3405 0.7952
H 2.4740 1.6030 -1.8132
H 3.4224 2.9689 -2.4282
H 2.1720 3.2559 -1.2095
H 4.5788 0.4125 -1.2427
H 5.7495 1.1118 -0.1146
H 5.5821 1.7645 -1.7414
H 3.9150 4.4277 0.1537
H 5.2805 3.9991 -0.8668
H 5.2748 3.5277 0.8326
H 4.5641 -0.8947 3.6645
H 4.3317 -1.7805 2.1627
H 3.9146 -2.5336 3.6939
H 2.5474 -0.6623 5.2241
H 1.9189 -2.2300 4.7720
H 0.9034 -0.8186 4.5849
H 2.2360 -2.3138 1.3238
H 0.7847 -1.4089 1.7638
H 1.2841 -2.8327 2.7084
H 2.5578 2.6939 5.1516
H 1.8484 1.1209 5.4827
H 0.9577 2.5884 5.8942
H 1.5084 4.2910 3.5556
H -0.0623 3.9936 4.2867
H 0.1446 3.7714 2.5465
H -0.2727 0.4217 4.1772
H -0.5588 1.1980 2.6044
H -1.1463 1.9411 4.1106
Se 0.2890 -0.4270 -1.3923
P -2.2961 2.0779 -1.0440
Se -0.6252 3.1078 0.0155
C -3.6514 1.9623 0.2044
C -3.4839 2.1609 1.5677
C -4.5429 1.9793 2.4401
C -5.7775 1.5860 1.9535
C -5.9541 1.3906 0.5917
C -4.8980 1.5727 -0.2810
C -3.0125 3.4724 -2.0079
C -3.2595 3.3128 -3.3661
C -3.7910 4.3601 -4.1006
C -4.0749 5.5674 -3.4842
C -3.8290 5.7255 -2.1285
C -3.3083 4.6819 -1.3884
H -2.5217 2.4827 1.9475
H -4.4026 2.1341 3.5002
H -6.6035 1.4357 2.6313
H -6.9226 1.1019 0.2118
H -5.0353 1.4291 -1.3452
H -3.0323 2.3724 -3.8518
H -3.9689 4.2356 -5.1590
H -4.4812 6.3850 -4.0614
H -4.0327 6.6682 -1.6437
H -3.1186 4.8025 -0.3285
C -0.4775 -2.9795 -5.1141
Si -1.4155 -3.2732 -3.4785
C -1.7003 -5.1619 -3.3326
C -3.0854 -2.3577 -3.5917
As -0.1178 -2.7233 -1.4587
Si 2.2245 -3.3608 -2.2321
C 3.4699 -2.7662 -0.9210
C 2.5760 -2.3696 -3.8241
C 2.2035 -5.2518 -2.4665
Si -1.9953 -2.8368 0.2999
C -3.2522 -1.5543 -0.3512
C -1.6542 -2.1512 2.0512
C -2.4439 -4.6953 0.2948
H -1.1759 -3.0397 -5.9437
H 0.2791 -3.7407 -5.2795
H -0.0102 -2.0007 -5.1560
H -2.0981 -5.5473 -4.2671
H -2.4113 -5.4097 -2.5505
H -0.7739 -5.6923 -3.1206
H -3.3931 -2.2834 -4.6285
H -3.0222 -1.3492 -3.1990
H -3.8658 -2.8920 -3.0616
H 3.1910 -1.7655 -0.5956
H 4.4704 -2.7040 -1.3418
H 3.5201 -3.4244 -0.0584
H 2.1539 -1.3697 -3.7613
H 2.1745 -2.8534 -4.7051
H 3.6446 -2.2548 -3.9801
H 1.7269 -5.7565 -1.6294
H 3.2202 -5.6225 -2.5420
H 1.6877 -5.5342 -3.3788
H -2.7159 -0.7490 -0.8535
H -3.7914 -1.0995 0.4763
H -3.9871 -1.9481 -1.0408
H -1.3504 -1.1021 1.9835
H -0.9157 -2.6966 2.6274
H -2.5859 -2.1727 2.6147
H -3.1659 -4.9324 -0.4801
H -2.8810 -4.9806 1.2462
H -1.5612 -5.3087 0.1313